Entry one
Below is a structure of composition H26O13, with properties calculated with wB97M-V/def2-TZVPD.

The geometry in ORCA input format:
```
! wB97M-V def2-TZVPD RIJCOSX def2/J DEFGRID3
* xyz 0 1
O -0.13 2.22 -1.53
H 0.59 1.86 -1.00
H -0.92 1.96 -1.06
O 1.50 2.06 -0.46
H 1.83 2.73 0.14
H 1.53 1.25 0.05
O 1.38 -0.92 -1.80
H 1.07 -0.52 -0.99
H 1.28 -1.86 -1.67
O -2.48 0.50 -0.41
H -1.87 0.85 0.23
H -1.96 -0.08 -0.97
O -1.09 1.59 0.36
H -0.48 2.31 0.50
H -1.84 1.80 0.91
O -1.48 -0.64 -1.77
H -2.12 -1.13 -2.28
H -0.80 -0.39 -2.40
O -0.56 -2.57 -1.46
H -0.21 -1.69 -1.60
H -0.97 -2.54 -0.60
O 2.61 0.60 0.85
H 1.85 0.87 1.37
H 2.64 -0.35 0.95
O 0.05 -0.62 1.73
H 0.05 -1.36 2.34
H -0.38 0.09 2.22
O -1.26 -1.92 0.35
H -2.22 -1.91 0.31
H -1.06 -1.82 1.28
O 0.99 -2.17 0.22
H 0.16 -1.96 0.65
H 1.67 -1.86 0.82
O 0.85 1.68 1.71
H 0.96 2.34 2.40
H 0.20 2.06 1.12
O 0.51 -0.03 -0.38
H 0.20 0.32 0.46
H -0.10 -0.73 -0.59
*
```

Output
HOMO level (eV): -8.56
Orbital gap (eV): 7.445

Charges per atom according to Löwdin partitioning, unit e:
1. O -0.049
2. H -0.248
3. H -0.020
4. O 0.045
5. H 0.130
6. H -0.004
7. O -0.025
8. H -0.334
9. H 0.032
10. O -0.027
11. H -0.207
12. H -0.252
13. O -0.039
14. H 0.097
15. H 0.180
16. O 0.055
17. H 0.158
18. H 0.140
19. O -0.086
20. H -0.032
21. H -0.152
22. O 0.003
23. H -0.079
24. H 0.063
25. O -0.057
26. H 0.120
27. H 0.108
28. O 0.000
29. H 0.155
30. H 0.092
31. O -0.037
32. H -0.021
33. H 0.068
34. O -0.017
35. H 0.145
36. H 0.006
37. O -0.043
38. H 0.056
39. H 0.078

Entry two
Below is a cluster of 13 separate species, H26O13 in total, with properties calculated with wB97M-V/def2-TZVPD.

The geometry in ORCA input format:
```
! wB97M-V def2-TZVPD RIJCOSX def2/J DEFGRID3
* xyz 0 1
O 3.52 0.88 0.89
H 2.82 1.23 0.39
H 4.30 1.47 0.66
O -0.19 -0.70 0.57
H 0.19 -1.47 0.48
H -0.89 -0.77 1.21
O -0.28 0.42 -1.86
H -0.95 0.06 -1.31
H 0.22 0.91 -1.25
O 0.31 -1.84 2.95
H -0.13 -2.50 2.24
H 1.16 -2.34 3.11
O 1.46 1.75 2.11
H 2.16 1.63 2.82
H 1.66 1.07 1.53
O -2.23 0.49 2.69
H -1.67 -0.20 3.07
H -2.82 0.84 3.24
O 1.87 -1.14 -2.71
H 1.78 -0.53 -2.11
H 1.11 -1.19 -3.19
O 1.86 -3.38 -0.01
H 1.71 -3.43 -0.97
H 2.31 -2.65 0.33
O -1.87 -2.31 -2.22
H -2.21 -2.02 -1.33
H -1.13 -1.60 -2.25
O 2.66 2.51 -0.90
H 2.50 3.02 -0.15
H 3.06 3.10 -1.59
O -2.82 0.01 0.05
H -3.38 -0.28 0.79
H -3.33 0.28 -0.51
O -3.08 -0.32 -2.45
H -3.25 -0.97 -3.09
H -2.67 0.45 -2.62
O -1.59 3.28 0.37
H -1.19 2.71 -0.22
H -0.97 3.52 1.25
*
```

Output
HOMO level (eV): -10.11
Orbital gap (eV): 10.167

Charges per atom according to Löwdin partitioning, unit e:
1. O -0.080
2. H -0.057
3. H 0.092
4. O 0.025
5. H -0.074
6. H 0.014
7. O -0.020
8. H -0.027
9. H 0.005
10. O -0.118
11. H 0.115
12. H 0.066
13. O -0.059
14. H 0.089
15. H -0.059
16. O 0.017
17. H 0.043
18. H -0.024
19. O 0.056
20. H -0.077
21. H -0.014
22. O -0.035
23. H 0.057
24. H -0.006
25. O -0.113
26. H 0.045
27. H 0.049
28. O -0.037
29. H 0.007
30. H 0.110
31. O 0.039
32. H 0.080
33. H -0.126
34. O -0.003
35. H 0.044
36. H -0.015
37. O -0.103
38. H -0.058
39. H 0.150

Entry three
Below is a structure of composition H26O13, with properties calculated with wB97M-V/def2-TZVPD.

The geometry in ORCA input format:
```
! wB97M-V def2-TZVPD RIJCOSX def2/J DEFGRID3
* xyz 0 1
O 0.80 2.06 0.55
H 0.89 2.76 -0.10
H 1.50 1.44 0.33
O -2.45 -0.78 0.00
H -3.03 -1.40 -0.45
H -2.79 0.08 -0.23
O -1.37 1.59 1.19
H -0.45 1.46 0.98
H -1.55 0.94 1.87
O -0.73 2.54 -1.29
H -0.26 1.80 -0.90
H -1.14 2.99 -0.55
O 0.92 0.56 2.61
H 1.72 0.77 3.10
H 1.16 0.70 1.69
O 1.07 0.48 -1.65
H 1.09 1.44 -1.63
H 0.87 0.26 -2.55
O -1.11 -0.19 -1.63
H -0.38 -0.36 -2.23
H -1.88 -0.22 -2.19
O 1.06 -1.58 1.66
H 1.34 -1.07 0.90
H 0.13 -1.38 1.75
O -0.81 -2.79 -1.20
H -1.10 -2.08 -0.62
H -1.43 -2.77 -1.93
O 2.42 0.76 0.63
H 3.13 0.59 1.25
H 2.71 0.36 -0.19
O -0.10 -0.10 0.22
H 0.62 -0.03 -0.41
H -0.87 -0.27 -0.32
O 1.87 -1.33 -0.86
H 1.58 -0.60 -1.41
H 2.22 -1.97 -1.48
O -2.01 -1.92 1.81
H -1.62 -1.25 2.37
H -2.04 -1.51 0.94
*
```

Output
HOMO level (eV): -7.92
Orbital gap (eV): 7.042

Charges per atom according to Löwdin partitioning, unit e:
1. O -0.096
2. H 0.087
3. H -0.148
4. O -0.024
5. H 0.125
6. H 0.126
7. O -0.071
8. H -0.065
9. H 0.038
10. O -0.052
11. H -0.030
12. H 0.056
13. O -0.047
14. H 0.054
15. H -0.027
16. O -0.008
17. H 0.127
18. H 0.147
19. O -0.053
20. H 0.077
21. H 0.119
22. O -0.091
23. H -0.029
24. H -0.003
25. O -0.017
26. H -0.006
27. H 0.033
28. O 0.043
29. H 0.152
30. H 0.099
31. O -0.185
32. H -0.038
33. H -0.057
34. O -0.030
35. H -0.133
36. H 0.088
37. O -0.040
38. H 0.029
39. H -0.151

Entry four
Below is a cluster of 13 separate species, H26O13 in total, with properties calculated with wB97M-V/def2-TZVPD.

The geometry in ORCA input format:
```
! wB97M-V def2-TZVPD RIJCOSX def2/J DEFGRID3
* xyz 0 1
H -1.51 -0.31 0.32
H -0.38 0.70 0.19
H 3.38 -0.72 2.44
H 2.25 -1.53 1.81
H -0.95 -1.63 -1.03
H -1.81 -2.47 -1.96
H -0.22 5.56 2.49
H 0.71 4.36 2.43
H -0.84 0.63 -2.12
H -2.03 0.91 -1.23
H 2.39 0.42 -2.16
H 3.37 0.31 -1.00
H 2.20 0.78 0.89
H 0.99 0.00 1.35
H -1.95 -1.08 1.66
H -3.23 -1.41 2.40
H -4.59 1.63 -0.20
H -4.85 3.00 -0.81
H 2.02 -3.01 -1.87
H 0.78 -3.49 -1.14
H 1.93 3.51 -2.30
H 2.25 4.97 -1.99
H -0.98 -3.97 1.76
H -2.49 -4.10 1.59
H 1.25 -1.52 -0.48
H 2.62 -1.39 -1.14
O -1.34 0.64 0.28
O 2.42 -0.76 2.37
O -1.44 -2.46 -1.07
O 0.00 4.79 1.95
O -1.16 1.25 -1.47
O 2.44 0.21 -1.22
O 1.61 0.08 0.62
O -2.54 -1.81 1.86
O -4.21 2.52 -0.27
O 1.74 -3.56 -1.14
O 1.73 4.41 -2.59
O -1.71 -3.68 1.20
O 2.17 -1.81 -0.40
*
```

Output
HOMO level (eV): -7.35
Orbital gap (eV): 7.123

Charges per atom according to Löwdin partitioning, unit e:
1. H 0.012
2. H 0.041
3. H 0.059
4. H 0.048
5. H 0.010
6. H 0.060
7. H 0.031
8. H 0.027
9. H 0.042
10. H 0.045
11. H 0.085
12. H 0.091
13. H 0.084
14. H 0.063
15. H 0.013
16. H 0.055
17. H 0.031
18. H 0.035
19. H 0.042
20. H 0.019
21. H 0.019
22. H 0.034
23. H 0.047
24. H 0.047
25. H 0.051
26. H 0.027
27. O -0.103
28. O -0.067
29. O -0.033
30. O -0.058
31. O -0.091
32. O -0.069
33. O -0.179
34. O -0.072
35. O -0.051
36. O -0.091
37. O -0.057
38. O -0.096
39. O -0.153

Which one sits at the top of the stability order? entry two does.